Record 1
78
Properties=species:S:1:pos:R:3 method="wB97M-V/def2-TZVPD" homo_lumo_gap_ev="6.372 / 5.801" spin_multiplicity=5 de_lowest_ev=0.0000 total_charge=0
Fe -0.949 -0.425 -0.145
I -3.705 -7.265 1.685
C -3.142 -5.219 1.700
C -2.200 -4.769 2.612
C -1.819 -3.451 2.560
I -0.402 -2.666 3.919
C -2.315 -2.526 1.611
O -1.880 -1.326 1.552
C -3.330 -3.026 0.744
C -3.880 -2.081 -0.286
N -2.825 -1.758 -1.253
C -2.355 -2.913 -1.997
C -0.926 -2.783 -2.448
C -0.435 -3.716 -3.353
C 0.883 -3.637 -3.765
C 1.668 -2.614 -3.247
C 1.100 -1.730 -2.350
N -0.172 -1.804 -1.939
C -3.714 -4.351 0.787
H -1.781 -5.438 3.349
H -4.164 -1.140 0.196
H -4.763 -2.520 -0.775
H -3.151 -1.047 -1.900
H -2.986 -3.138 -2.871
H -2.402 -3.786 -1.336
H -1.086 -4.499 -3.714
H 1.286 -4.351 -4.465
H 2.703 -2.510 -3.537
H 1.682 -0.923 -1.926
H -4.470 -4.706 0.099
C -1.425 4.746 -0.766
Si -1.463 2.954 -0.107
C -2.192 1.814 -1.454
C -2.474 2.780 1.490
N 0.108 2.296 0.265
C 0.631 2.320 1.553
C 0.760 3.507 2.265
C 1.237 3.503 3.562
C 1.556 2.304 4.179
C 1.456 1.112 3.479
C 1.039 1.119 2.156
O 0.940 -0.021 1.386
C 1.912 -0.983 1.482
C 1.576 -2.258 1.036
C 2.505 -3.276 1.106
C 3.774 -3.036 1.612
C 4.121 -1.755 2.000
C 3.202 -0.723 1.929
H -2.439 5.122 -0.862
H -0.960 4.812 -1.745
H -0.892 5.430 -0.113
H -2.660 2.382 -2.252
H -2.945 1.156 -1.021
H -1.409 1.197 -1.909
H -3.526 2.967 1.307
H -2.149 3.463 2.267
H -2.377 1.769 1.879
H 0.484 4.430 1.778
H 1.363 4.435 4.096
H 1.902 2.296 5.203
H 1.692 0.172 3.958
H 0.576 -2.419 0.644
H 2.242 -4.269 0.773
H 4.482 -3.845 1.704
H 5.113 -1.549 2.374
H 3.487 0.278 2.219
S 1.198 1.582 -0.972
C 1.777 3.017 -1.716
N 2.485 3.917 -0.911
C 3.264 4.895 -1.472
C 3.282 5.078 -2.810
C 2.502 4.235 -3.656
C 1.778 3.211 -3.087
H 2.533 3.715 0.075
H 3.832 5.498 -0.781
H 3.894 5.852 -3.240
H 2.525 4.378 -4.721
H 1.212 2.517 -3.689

***

Record 2
48
Properties=species:S:1:pos:R:3 method="wB97M-V/def2-TZVPD" homo_lumo_gap_ev=9.420 de_lowest_ev=5.2065 total_charge=+1
C 1.959 -2.284 -0.949
C 1.813 -2.431 0.620
C 0.437 -3.123 0.800
C -1.866 -2.167 1.509
C -0.563 -2.381 1.756
C 0.017 -1.995 3.071
N 0.911 -1.158 -1.343
H 1.744 -3.062 -1.629
H 3.047 -1.825 -1.276
H 2.588 -3.243 0.910
H 2.267 -1.572 1.260
H -0.080 -3.165 -0.213
H 0.537 -4.072 1.402
H -2.413 -2.392 0.540
H -2.388 -1.392 2.313
H 0.993 -1.412 2.970
H -0.347 -1.383 3.761
H 0.105 -2.849 3.888
H 0.094 -0.951 -0.702
H 1.386 -0.132 -1.380
H 0.672 -1.235 -2.358
H -1.367 1.258 0.511
H -1.240 0.084 1.452
O -1.540 0.278 0.509
H -3.467 1.096 2.353
H -2.518 1.869 3.454
O -2.654 1.455 2.682
H -3.520 1.917 -0.852
H -3.310 0.490 -0.902
O -3.435 1.252 -1.524
H 4.575 0.096 0.312
H 3.549 0.811 -0.682
O 3.642 0.079 -0.065
H -1.309 2.875 -1.910
H -0.786 2.936 -0.288
O -0.889 3.387 -1.152
H 3.038 3.054 -0.449
H 2.320 2.227 -1.448
O 3.191 2.667 -1.302
H -0.379 0.872 -3.189
H 0.274 2.199 -2.453
O 0.320 1.161 -2.510
H 0.227 2.764 2.517
H 1.444 1.882 2.337
O 0.648 2.094 2.014
H -2.023 0.501 -2.595
H -1.984 -0.417 -3.810
O -1.643 -0.303 -3.064

***

Record 3
10
Properties=species:S:1:pos:R:3 method="wB97M-V/def2-TZVPD" homo_lumo_gap_ev=7.683 de_lowest_ev=4.2154 total_charge=0
C -0.261 0.247 -1.402
C -0.347 -0.563 1.106
C 0.782 0.679 -0.672
C 0.792 0.028 0.749
C 1.866 0.544 0.102
S -1.234 -0.811 -0.451
Cl -3.086 -0.235 0.622
H -0.757 0.466 -2.381
H -0.602 -1.248 2.012
H 2.849 0.892 0.315

***

Record 4
41
Properties=species:S:1:pos:R:3 method="wB97M-V/def2-TZVPD" homo_lumo_gap_ev=9.090 de_lowest_ev=18.2395 total_charge=0
C -3.335 -3.023 0.846
N -2.863 -1.803 0.080
C -2.269 -0.702 0.934
C -2.572 0.573 0.393
C -2.160 1.512 1.015
C -2.378 2.890 0.736
C -2.998 3.068 -0.385
C -3.381 2.141 -1.418
C -3.274 0.854 -0.909
H -3.529 -0.058 -1.401
H -3.880 2.483 -2.240
H -3.118 4.297 -1.033
H -1.948 3.629 1.159
H -1.706 1.612 2.170
C -0.940 -1.181 0.880
H -0.806 -1.939 1.908
H -0.264 -0.460 1.234
C -0.758 -1.813 -0.308
O -1.912 -1.958 -0.959
H -0.145 -2.629 -0.247
C -0.111 -0.777 -1.458
H -0.637 0.314 -1.113
H -0.201 -1.030 -2.329
O 1.274 -0.644 -0.964
C 1.807 0.520 -0.701
O 1.220 1.285 -0.057
C 3.300 0.117 -0.291
C 3.983 1.691 -0.225
C 5.235 1.571 0.069
C 6.084 0.392 0.101
C 5.435 -0.692 -0.087
C 4.015 -0.893 -0.323
Cl 3.353 -2.384 -0.205
H 5.976 -1.840 0.017
Cl 7.725 0.433 0.218
H 5.851 2.765 0.058
H 3.373 2.431 -0.415
H -2.889 -0.843 2.218
H -3.694 -3.699 0.015
H -4.362 -2.682 1.487
H -2.502 -3.531 1.532

***

Record 5
60
Properties=species:S:1:pos:R:3 method="wB97M-V/def2-TZVPD" homo_lumo_gap_ev=7.929 de_lowest_ev=1.0465 smiles="CCOc1cc(NC(=S)NC[C@H]2CCCO2)c(OCC)cc1NC(=O)c1ccc(F)cc1" total_charge=0
C 3.827 1.329 2.489
C 3.680 2.132 1.202
O 3.266 1.338 0.104
C 1.945 0.981 -0.006
C 0.938 1.376 0.856
C -0.378 0.985 0.644
N -1.437 1.341 1.477
C -1.556 2.324 2.386
S -0.373 3.383 2.872
N -2.780 2.501 2.952
C -3.991 1.757 2.719
C -4.007 0.377 3.407
C -5.424 -0.194 3.558
C -5.200 -1.690 3.358
C -4.083 -1.678 2.318
O -3.265 -0.569 2.644
C -0.691 0.164 -0.454
O -2.014 -0.163 -0.607
C -2.385 -0.897 -1.759
C -3.901 -1.010 -1.781
C 0.318 -0.248 -1.307
C 1.630 0.155 -1.097
N 2.686 -0.223 -1.930
C 2.664 -0.985 -3.052
O 1.661 -1.467 -3.546
C 4.011 -1.185 -3.673
C 5.193 -1.221 -2.938
C 6.403 -1.435 -3.571
C 6.419 -1.610 -4.944
F 7.600 -1.810 -5.561
C 5.259 -1.594 -5.697
C 4.056 -1.389 -5.050
H 4.195 1.976 3.279
H 2.871 0.912 2.795
H 4.530 0.512 2.343
H 2.996 2.975 1.346
H 4.654 2.525 0.894
H 1.145 2.007 1.702
H -2.236 0.723 1.363
H -2.780 3.181 3.697
H -4.143 1.617 1.643
H -4.818 2.354 3.108
H -3.515 0.470 4.386
H -6.067 0.199 2.768
H -5.861 0.049 4.523
H -4.848 -2.150 4.282
H -6.087 -2.215 3.012
H -4.500 -1.545 1.309
H -3.457 -2.571 2.328
H -1.929 -1.896 -1.733
H -2.035 -0.377 -2.660
H -4.215 -1.532 -2.680
H -4.249 -1.563 -0.912
H -4.349 -0.020 -1.770
H 0.119 -0.880 -2.154
H 3.565 0.184 -1.640
H 5.180 -1.113 -1.863
H 7.328 -1.473 -3.017
H 5.309 -1.744 -6.764
H 3.128 -1.383 -5.601

***

Record 6
115
Properties=species:S:1:pos:R:3 method="wB97M-V/def2-TZVPD" homo_lumo_gap_ev=6.579 total_charge=-1
C 3.667 0.588 1.836
C 2.503 1.077 1.324
C 1.827 0.377 0.175
N 0.445 -0.099 0.253
C 0.022 -1.008 1.336
P -0.615 0.129 2.655
O -1.292 -0.337 3.894
C 1.165 -1.862 1.958
O 2.071 -2.183 1.167
O 1.044 -2.146 3.154
C -1.132 -1.889 0.741
C -1.819 -2.740 1.865
C -3.160 -2.169 2.336
N -3.565 -2.814 3.609
O -2.164 -1.010 0.213
C -2.537 -0.907 -1.144
C -3.075 -2.160 -1.880
C -3.549 -3.241 -0.955
C -3.012 -4.481 -0.966
C -1.524 -0.163 -2.049
N -1.877 -0.210 -3.457
C -0.742 -0.103 -4.369
P -3.996 0.330 -1.183
C -3.816 1.379 0.302
C -5.614 -0.542 -0.906
C -6.239 -0.438 0.495
B -0.392 -2.942 -0.233
O 0.088 -4.116 0.315
O -0.237 -2.784 -1.610
C 1.116 -2.505 -1.988
H 4.608 1.132 1.807
H 3.690 -0.423 2.237
H 2.082 1.986 1.758
H 2.486 -0.428 -0.132
H 1.860 1.112 -0.639
H -0.220 0.655 0.141
H 0.512 0.902 2.994
H -1.471 1.010 1.952
H -2.056 -3.731 1.485
H -1.189 -2.791 2.749
H -3.940 -2.334 1.596
H -3.092 -1.103 2.516
H -3.887 -2.122 4.273
H -4.332 -3.446 3.424
H -3.863 -1.857 -2.577
H -2.297 -2.579 -2.513
H -4.393 -3.073 -0.294
H -2.815 -4.938 -1.933
H -2.705 -5.004 -0.067
H -0.499 -0.468 -1.865
H -1.586 0.890 -1.717
H -2.560 0.506 -3.655
H 0.167 -0.525 -3.949
H -0.983 -0.623 -5.300
H -0.561 0.942 -4.654
H -2.895 1.954 0.249
H -4.648 2.085 0.289
H -3.867 0.821 1.236
H -6.314 -0.038 -1.577
H -5.605 -1.582 -1.223
H -7.182 -0.990 0.484
H -6.474 0.594 0.746
H -5.614 -0.879 1.267
H -0.218 -4.858 -0.213
H 1.246 -2.800 -3.029
H 1.334 -1.448 -1.838
H 1.824 -3.070 -1.379
Cl 2.571 -0.225 -3.706
C 3.856 -1.331 -4.247
C 3.551 -1.929 -5.595
Cl 2.175 -3.066 -5.531
H 3.978 -2.097 -3.484
H 4.777 -0.751 -4.305
H 4.413 -2.493 -5.949
H 3.321 -1.154 -6.325
Cl -8.030 0.762 4.074
C -6.840 1.590 5.121
C -5.501 1.740 4.446
Cl -4.683 0.176 4.232
H -6.754 1.021 6.043
H -7.252 2.568 5.353
H -4.842 2.358 5.052
H -5.600 2.204 3.467
Cl -5.476 4.617 5.946
C -6.477 5.965 6.545
C -7.320 5.564 7.727
Cl -8.603 4.411 7.278
H -7.091 6.316 5.719
H -5.796 6.763 6.835
H -7.812 6.444 8.138
H -6.716 5.105 8.506
Cl 6.942 2.200 1.703
C 7.072 1.404 3.293
C 8.283 0.511 3.371
Cl 8.140 -0.915 2.309
H 6.147 0.857 3.461
H 7.151 2.190 4.042
H 8.399 0.143 4.389
H 9.188 1.045 3.088
Cl 10.732 1.789 -2.830
C 10.037 0.880 -1.457
C 9.844 1.740 -0.239
Cl 11.398 2.236 0.494
H 10.693 0.038 -1.250
H 9.072 0.498 -1.784
H 9.302 1.179 0.518
H 9.283 2.640 -0.469
Cl 4.616 0.439 -7.410
C 4.648 0.808 -9.155
C 4.586 2.289 -9.426
Cl 3.002 2.984 -9.001
H 3.817 0.283 -9.619
H 5.579 0.403 -9.547
H 4.739 2.469 -10.489
H 5.348 2.825 -8.867

***

Record 7
8
Properties=species:S:1:pos:R:3 method="wB97M-V/def2-TZVPD" homo_lumo_gap_ev=8.851 de_lowest_ev=2.1824 smiles="BrSC1=CC1" total_charge=0
Br 0.833 2.316 -1.652
S -0.489 0.759 -2.277
C -0.269 -0.327 -0.566
C -0.013 -1.353 0.229
C -0.076 0.021 0.878
H 0.021 -2.283 0.711
H -0.844 0.197 1.543
H 0.837 0.671 1.133

***

Record 8
98
Properties=species:S:1:pos:R:3 method="wB97M-V/def2-TZVPD" homo_lumo_gap_ev="5.254 / 5.257" de_lowest_ev=0.0000 total_charge=-1
Ti 0.071 1.503 -0.307
C 0.654 5.653 -1.020
C 0.068 4.267 -1.101
N 0.827 3.149 -1.224
N 2.188 3.267 -1.325
C 2.751 2.174 -0.915
O 2.015 1.207 -0.399
C 4.205 2.020 -1.020
C 4.813 0.832 -0.615
C 6.186 0.674 -0.705
C 6.977 1.705 -1.190
C 6.381 2.899 -1.584
C 5.010 3.057 -1.503
C -1.281 4.001 -0.915
C -2.244 5.031 -0.740
C -3.567 4.724 -0.651
C -3.946 3.359 -0.780
C -2.982 2.401 -0.885
N -1.642 2.637 -0.874
H 1.695 5.612 -1.329
H 0.623 6.022 0.012
H 0.117 6.357 -1.656
H 4.187 0.040 -0.225
H 6.640 -0.257 -0.388
H 8.049 1.575 -1.269
H 6.998 3.710 -1.950
H 4.536 3.979 -1.809
H -1.901 6.055 -0.692
H -4.309 5.497 -0.499
H -4.987 3.064 -0.791
H -3.290 1.369 -0.990
C 0.060 -3.196 -1.659
C -0.880 -3.879 -0.658
C -1.497 -2.940 0.373
Sb -2.367 -1.070 -0.330
C -4.202 -1.973 -1.163
C -5.459 -1.408 -0.948
C -6.576 -1.842 -1.649
C -6.460 -2.853 -2.593
C -5.216 -3.421 -2.832
C -4.105 -2.973 -2.132
C -3.500 -0.486 1.425
C -4.357 -1.384 2.056
C -5.065 -1.015 3.189
C -4.931 0.264 3.708
C -4.093 1.173 3.081
C -3.389 0.800 1.944
Sb 0.982 -1.269 -1.064
C 2.035 -1.971 0.686
C 2.241 -3.336 0.879
C 2.820 -3.809 2.048
C 3.206 -2.920 3.041
C 3.016 -1.559 2.854
C 2.435 -1.088 1.685
C 2.582 -1.649 -2.478
C 2.280 -1.392 -3.814
C 3.213 -1.621 -4.815
C 4.475 -2.095 -4.484
C 4.793 -2.338 -3.156
C 3.849 -2.123 -2.160
H -0.496 -2.925 -2.564
H 0.858 -3.868 -1.978
H -0.317 -4.635 -0.100
H -1.664 -4.421 -1.195
H -0.694 -2.599 1.021
H -2.234 -3.460 0.988
H -5.570 -0.622 -0.209
H -7.543 -1.389 -1.463
H -7.329 -3.187 -3.147
H -5.112 -4.206 -3.573
H -3.137 -3.413 -2.347
H -4.467 -2.386 1.652
H -5.719 -1.731 3.674
H -5.481 0.551 4.597
H -3.973 2.174 3.479
H -2.733 1.517 1.479
H 1.945 -4.039 0.107
H 2.958 -4.875 2.190
H 3.652 -3.290 3.956
H 3.306 -0.859 3.629
H 2.289 -0.026 1.555
H 1.299 -1.005 -4.076
H 2.961 -1.424 -5.850
H 5.209 -2.269 -5.261
H 5.783 -2.692 -2.894
H 4.101 -2.328 -1.125
Cl -0.935 -1.752 3.433
C -0.334 -0.142 3.610
C -0.030 0.226 4.906
C 0.444 1.492 5.212
C 0.583 2.399 4.177
C 0.295 2.001 2.894
Cl 0.428 3.153 1.604
C -0.143 0.705 2.463
N -0.343 0.436 1.165
H -0.176 -0.500 5.695
H 0.687 1.764 6.230
H 0.905 3.415 4.368